(1)
71
Properties=species:S:1:pos:R:3:lowdin_charge:R:1 method="wB97M-V/def2-TZVPD" spin_multiplicity=5 de_lowest_kcal_mol=0.00 orbital_gap_ev="6.949 / 7.092" s_squared=6.021 e_lumo_ha="0.0185 / -0.0205"
Rh -1.375 -0.248 -0.863 0.730
C -0.859 -4.192 1.802 -0.152
C -0.874 -3.112 0.740 -0.768
S -1.717 -1.691 1.164 0.689
C -0.315 -3.397 -0.506 -0.794
C 0.339 -4.751 -0.725 -0.128
S -0.211 -2.281 -1.772 0.662
H -1.218 -3.741 2.739 0.053
H 0.146 -4.556 1.999 0.067
H -1.428 -5.095 1.526 0.085
H 1.146 -4.848 -0.014 0.070
H 0.639 -4.866 -1.764 0.058
H -0.418 -5.526 -0.472 0.086
C -2.881 3.762 1.798 0.009
C -2.439 2.988 0.575 -0.505
O -1.881 1.916 0.722 0.004
N -2.736 3.532 -0.646 0.087
C -2.580 2.811 -1.932 -0.100
C -1.158 2.782 -2.377 -0.265
C -0.540 3.925 -2.799 -0.023
C 0.797 3.845 -3.153 -0.058
C 1.444 2.639 -3.057 -0.063
C 0.765 1.523 -2.629 -0.129
N -0.528 1.593 -2.292 0.071
H -3.828 3.363 2.197 0.098
H -3.023 4.813 1.541 0.075
H -2.112 3.639 2.551 0.078
H -3.384 4.291 -0.664 0.124
H -3.137 3.391 -2.631 0.116
H -3.026 1.813 -1.883 0.097
H -1.077 4.850 -2.775 0.111
H 1.367 4.707 -3.495 0.111
H 2.476 2.544 -3.375 0.109
H 1.241 0.539 -2.586 0.103
C 3.431 -0.623 3.579 -0.012
N 2.824 0.448 2.754 -0.060
N 2.556 0.008 1.443 0.039
C 1.294 0.443 1.048 -0.387
O 0.940 0.455 -0.132 -0.055
C 0.689 0.949 2.253 0.060
C 1.598 0.914 3.217 -0.287
C 1.476 1.157 4.672 -0.018
C 3.625 -0.154 0.548 -0.198
C 4.820 0.539 0.675 -0.022
C 5.857 0.331 -0.217 -0.086
C 5.697 -0.531 -1.270 -0.111
C 4.506 -1.175 -1.477 -0.056
C 3.445 -1.006 -0.548 0.019
H 4.266 -1.021 3.040 0.076
H 2.719 -1.408 3.785 0.096
H 3.855 -0.214 4.510 0.097
H -0.321 1.356 2.250 0.104
H 0.510 1.572 4.936 0.085
H 2.280 1.828 5.011 0.096
H 1.567 0.213 5.231 0.087
H 4.969 1.229 1.475 0.105
H 6.761 0.882 -0.074 0.099
H 6.506 -0.710 -1.949 0.099
H 4.435 -1.888 -2.260 0.096
H 2.525 -1.540 -0.674 0.082
C -3.852 -2.706 -2.171 -0.070
C -4.220 -1.495 -1.303 -0.582
C -5.628 -1.002 -1.541 -0.078
O -3.314 -0.411 -1.494 -0.400
H -4.550 -3.543 -2.001 0.076
H -2.851 -3.083 -1.968 0.019
H -3.922 -2.420 -3.248 0.089
H -4.125 -1.807 -0.277 0.076
H -5.795 -0.700 -2.571 0.072
H -5.809 -0.115 -0.915 0.075
H -6.380 -1.735 -1.281 0.067

---

(2)
73
Properties=species:S:1:pos:R:3:lowdin_charge:R:1 method="wB97M-V/def2-TZVPD" spin_multiplicity=6 de_lowest_kcal_mol=0.00 total_charge=+3 orbital_gap_ev="7.496 / 6.108" s_squared=8.785 e_lumo_ha="-0.3103 / -0.3840"
Ru -0.262 -0.144 0.108 0.846
N -2.527 2.425 3.042 0.176
C -1.644 1.740 2.351 -0.803
S -1.780 0.069 2.098 0.655
N -0.596 2.543 1.901 0.058
N 0.335 1.863 1.294 -0.055
C 1.465 2.507 0.999 -0.122
C 1.759 3.869 1.387 -0.179
C 1.453 4.351 2.674 -0.010
C 1.751 5.654 3.012 -0.030
C 2.319 6.506 2.070 -0.009
C 2.616 6.048 0.789 -0.030
C 2.364 4.735 0.455 -0.026
C 2.451 1.681 0.271 -0.201
C 3.794 2.038 0.230 0.033
C 4.695 1.226 -0.446 0.006
C 4.228 0.071 -1.045 -0.011
C 2.880 -0.241 -0.918 -0.136
N 2.007 0.529 -0.277 0.008
H -3.331 1.974 3.454 0.134
H -2.387 3.416 3.191 0.142
H 1.040 3.683 3.416 0.115
H 1.549 6.012 4.013 0.125
H 2.539 7.531 2.338 0.129
H 3.046 6.720 0.059 0.125
H 2.588 4.384 -0.545 0.124
H 4.134 2.929 0.736 0.132
H 5.742 1.492 -0.492 0.135
H 4.892 -0.588 -1.586 0.122
H 2.482 -1.157 -1.342 0.077
N -0.458 -2.319 -3.077 0.212
C -1.498 -1.579 -3.884 -0.249
C -1.118 -0.115 -4.099 -0.078
C -1.529 0.905 -3.030 -0.331
N -0.511 1.039 -1.942 -0.013
C -2.918 0.627 -2.461 -0.098
C -3.183 -0.829 -2.090 -0.342
N -2.415 -1.201 -0.873 -0.028
C -2.877 -1.759 -3.260 -0.084
H 0.483 -2.198 -3.460 0.138
H -0.618 -3.334 -3.099 0.132
H -0.429 -2.063 -2.078 0.020
H -1.479 -2.078 -4.853 0.162
H -1.624 0.183 -5.020 0.145
H -0.050 -0.025 -4.326 0.129
H -1.575 1.866 -3.545 0.151
H -0.679 1.944 -1.502 0.091
H 0.409 1.139 -2.366 0.082
H -3.655 0.922 -3.212 0.142
H -3.100 1.272 -1.597 0.127
H -4.251 -0.929 -1.881 0.155
H -2.526 -2.198 -0.694 0.076
H -2.880 -0.760 -0.081 0.016
H -3.610 -1.560 -4.044 0.147
H -3.033 -2.804 -2.974 0.136
N 2.343 -2.970 1.619 0.156
C 1.762 -3.210 0.452 -0.765
S 0.164 -2.610 0.163 0.639
N 2.410 -3.942 -0.452 0.084
C 1.913 -4.302 -1.754 -0.283
C 2.550 -3.791 -2.877 -0.036
C 2.130 -4.187 -4.143 -0.065
C 1.076 -5.085 -4.275 -0.059
C 0.448 -5.596 -3.142 -0.059
C 0.870 -5.210 -1.875 -0.031
H 1.811 -2.510 2.341 0.116
H 3.227 -3.382 1.881 0.140
H 3.299 -4.351 -0.188 0.177
H 3.399 -3.127 -2.764 0.117
H 2.649 -3.825 -5.021 0.123
H 0.770 -5.418 -5.259 0.125
H -0.343 -6.328 -3.243 0.126
H 0.412 -5.631 -0.988 0.129

---

(3)
64
Properties=species:S:1:pos:R:3:lowdin_charge:R:1 method="wB97M-V/def2-TZVPD" de_lowest_kcal_mol=31.18 total_charge=+1 orbital_gap_ev=7.240 e_lumo_ha=-0.1202
O 0.564 -0.639 -3.206 -0.130
C 0.631 0.584 -4.034 -0.169
C 0.454 -0.082 -5.389 -0.070
H 1.601 1.067 -3.822 0.133
H -0.180 1.306 -3.864 0.099
C 0.461 -1.345 -4.523 -0.558
H 1.270 0.100 -6.104 0.126
H -0.529 0.022 -5.885 0.123
C 1.675 -2.222 -4.826 -0.014
H 2.585 -1.600 -4.804 0.094
H 1.598 -2.686 -5.826 0.101
H 1.753 -3.015 -4.073 0.084
C -0.882 -2.074 -4.569 -0.018
H -1.697 -1.344 -4.432 0.082
H -0.936 -2.832 -3.771 0.090
H -1.019 -2.565 -5.552 0.103
Zr -0.175 -0.511 1.045 1.649
C -1.711 -1.209 2.802 -0.217
C -1.873 0.195 2.933 -0.133
C -2.514 0.694 1.752 -0.113
H -1.744 0.749 3.863 0.110
C -2.817 -0.440 0.919 -0.160
C -2.334 -1.614 1.563 -0.191
H -2.551 -2.635 1.260 0.123
H -1.342 -1.874 3.587 0.125
H -2.838 1.723 1.559 0.120
H -3.467 -0.414 0.042 0.114
C 1.115 -1.910 2.514 -0.165
C 0.235 -2.781 1.813 -0.195
C 0.525 -2.704 0.413 -0.169
H -0.472 -3.492 2.265 0.136
C 1.641 -1.832 0.248 -0.173
C 2.020 -1.352 1.550 -0.173
H 2.890 -0.734 1.776 0.109
H 1.162 -1.772 3.611 0.143
H 0.060 -3.317 -0.357 0.129
H 2.175 -1.674 -0.675 0.120
O -0.392 0.800 -1.127 -0.254
C -1.585 0.584 -1.914 -0.207
C -2.203 1.933 -2.204 -0.134
H -2.202 -0.147 -1.410 0.088
H -1.325 0.129 -2.867 0.074
C -1.222 3.008 -1.723 -0.136
H -3.185 2.017 -1.727 0.119
H -2.298 2.026 -3.293 0.117
C 0.008 2.247 -1.265 -0.112
H -1.618 3.563 -0.864 0.116
H -0.988 3.729 -2.521 0.127
H 0.369 2.534 -0.272 0.102
H 0.794 2.283 -2.029 0.111
C 0.838 1.301 2.188 -0.210
C 1.228 1.362 3.627 -0.306
C 2.456 0.830 4.082 -0.075
C 2.765 0.773 5.444 -0.085
C 1.865 1.269 6.397 -0.090
C 0.623 1.786 5.970 -0.078
C 0.382 1.965 4.599 -0.076
H 0.168 2.151 1.976 0.055
H 1.737 1.358 1.551 0.059
H 3.191 0.497 3.349 0.094
H 3.729 0.354 5.756 0.109
H 2.128 1.243 7.466 0.108
H -0.121 2.066 6.733 0.109
H -0.477 2.569 4.275 0.110

---

(4)
69
Properties=species:S:1:pos:R:3:lowdin_charge:R:1 method="wB97M-V/def2-TZVPD" smiles=c1ccccc1.c1ccccc1.c1ccccc1.BrCCBr.BrCCBr.BrCCBr.CCO orbital_gap_ev=9.570 e_lumo_ha=0.0117
C 9.515 19.009 1.013 -0.086
C 8.898 17.783 1.270 -0.113
C 8.350 17.607 2.501 -0.125
C 8.350 18.543 3.522 -0.092
C 8.871 19.817 3.263 -0.083
C 9.373 20.082 1.952 -0.073
H 10.043 19.126 0.078 0.092
H 9.051 17.051 0.490 0.103
H 7.921 16.623 2.620 0.100
H 7.997 18.379 4.530 0.098
H 8.874 20.656 3.944 0.093
H 9.733 21.058 1.661 0.087
C 13.284 20.529 -6.572 -0.097
C 12.196 20.937 -7.377 -0.097
C 11.260 21.838 -6.934 -0.112
C 11.488 22.466 -5.730 -0.092
C 12.705 22.222 -5.096 -0.100
C 13.513 21.131 -5.369 -0.101
H 13.948 19.767 -6.953 0.098
H 12.071 20.482 -8.348 0.096
H 10.363 21.970 -7.521 0.102
H 10.916 23.352 -5.496 0.101
H 12.951 22.808 -4.223 0.097
H 14.344 20.793 -4.768 0.104
C -1.399 27.770 -8.628 -0.071
C -1.688 29.121 -8.396 -0.100
C -2.077 29.537 -7.136 -0.101
C -1.910 28.705 -6.044 -0.102
C -1.389 27.455 -6.227 -0.123
C -1.194 26.952 -7.482 -0.095
H -1.043 27.428 -9.588 0.094
H -1.693 29.750 -9.273 0.097
H -2.259 30.584 -6.941 0.100
H -2.028 29.132 -5.059 0.102
H -1.193 26.766 -5.418 0.102
H -0.874 25.926 -7.590 0.097
Br -0.042 11.740 -6.256 0.506
C -0.831 11.714 -8.141 -0.594
C -2.322 11.172 -8.024 -0.636
Br -2.995 10.948 -9.893 0.549
H -0.177 11.055 -8.713 0.043
H -0.724 12.743 -8.483 0.045
H -3.121 11.704 -7.507 0.047
H -2.396 10.175 -7.588 0.040
Br 3.861 20.399 -5.551 0.519
C 4.939 18.812 -4.914 -0.628
C 5.561 18.115 -6.145 -0.682
Br 4.105 17.498 -7.304 0.577
H 4.232 18.234 -4.319 0.045
H 5.714 19.138 -4.220 0.058
H 6.284 17.331 -5.921 0.062
H 6.161 18.902 -6.602 0.050
Br 5.450 27.277 -2.675 0.618
C 5.114 27.931 -4.478 -0.733
C 4.531 29.333 -4.529 -0.643
Br 4.219 29.921 -6.423 0.555
H 4.422 27.337 -5.075 0.051
H 5.987 27.803 -5.118 0.054
H 5.205 30.100 -4.148 0.048
H 3.525 29.449 -4.126 0.048
C 13.647 13.074 -3.360 -0.080
C 12.181 12.725 -3.597 -0.350
O 11.557 13.754 -4.293 -0.079
H 13.796 13.271 -2.298 0.065
H 13.904 13.908 -4.013 0.078
H 14.174 12.133 -3.518 0.067
H 11.636 12.392 -2.714 0.112
H 12.171 11.854 -4.252 0.100
H 11.680 13.603 -5.233 0.087

---

(5)
83
Properties=species:S:1:pos:R:3:lowdin_charge:R:1 method="wB97M-V/def2-TZVPD" de_lowest_kcal_mol=8.61 total_charge=-2 orbital_gap_ev=4.811 e_lumo_ha=0.1330
Sr 0.895 0.262 -0.437 1.373
N 0.626 -2.376 -1.004 -0.055
C 0.488 -3.262 0.160 -0.245
C -0.544 -2.709 1.129 -0.206
N -0.196 -1.400 1.705 -0.183
C -1.395 -0.749 2.255 -0.187
C -1.494 0.752 2.016 -0.259
N -1.409 1.037 0.590 -0.067
C 0.843 -1.583 2.725 -0.222
C 1.633 -0.333 3.073 -0.260
N 2.328 0.162 1.888 -0.052
H -0.280 -2.263 -1.459 0.030
H 1.276 -2.772 -1.673 0.080
H 1.470 -3.382 0.622 0.045
H 0.150 -4.268 -0.122 0.113
H -0.711 -3.452 1.927 0.127
H -1.476 -2.591 0.578 0.082
H -1.475 -0.948 3.335 0.119
H -2.269 -1.204 1.782 0.115
H -0.697 1.296 2.524 0.080
H -2.440 1.092 2.465 0.112
H -1.622 2.003 0.357 0.019
H -2.066 0.491 0.033 0.022
H 1.552 -2.325 2.361 0.014
H 0.399 -2.001 3.645 0.122
H 2.315 -0.595 3.890 0.107
H 0.972 0.453 3.444 0.099
H 3.159 -0.401 1.713 0.024
H 2.624 1.127 1.973 0.071
Br -0.783 4.202 -4.693 0.614
C -0.732 2.311 -4.388 -0.736
C -0.694 1.449 -5.415 -0.203
C -0.536 0.052 -5.136 -0.161
C -0.190 -0.264 -3.834 -0.325
N -0.170 0.560 -2.798 -0.157
C -0.808 1.865 -2.967 -0.777
H -0.724 1.812 -6.436 0.081
H -0.467 -0.682 -5.927 0.054
H 0.173 -1.277 -3.632 0.083
H -0.275 2.577 -2.333 0.030
F 9.621 -5.439 2.749 0.084
C 8.387 -4.928 2.578 -0.162
C 7.334 -5.742 2.210 -0.160
F 7.554 -7.058 2.024 0.085
C 6.071 -5.207 2.039 -0.279
F 5.102 -6.067 1.689 0.049
C 5.784 -3.853 2.221 -0.602
Se 4.042 -3.152 2.012 0.594
C 6.877 -3.068 2.592 -0.275
F 6.729 -1.753 2.803 0.058
C 8.149 -3.580 2.769 -0.159
F 9.168 -2.780 3.133 0.089
S -2.576 1.903 -2.336 0.526
F 2.491 1.869 -0.572 -0.756
C -4.638 -0.778 -2.180 -0.294
S -2.951 -1.258 -2.552 0.777
C -3.391 -2.858 -3.283 -0.264
O -2.351 -1.650 -1.223 -0.574
H -5.113 -1.562 -1.590 0.049
H -5.165 -0.600 -3.118 0.055
H -4.560 0.160 -1.634 -0.005
H -3.965 -2.694 -4.195 0.047
H -3.952 -3.456 -2.563 0.044
H -2.454 -3.353 -3.533 0.041
O -4.226 4.444 -1.630 -0.129
C -4.436 3.921 -0.355 -0.320
N -4.383 4.933 0.683 0.097
C -3.302 5.370 1.379 -0.458
O -3.414 6.203 2.270 0.033
C -1.961 4.815 1.008 -0.137
C -1.446 4.909 -0.281 -0.007
C -0.158 4.457 -0.506 -0.048
C 0.548 3.875 0.538 -0.139
N 0.055 3.762 1.778 0.065
C -1.164 4.250 1.997 -0.115
H -3.627 3.792 -2.099 -0.054
H -3.698 3.142 -0.141 0.071
H -5.435 3.473 -0.281 0.117
H -5.221 5.456 0.879 0.135
H -2.046 5.313 -1.085 0.115
H 0.284 4.509 -1.492 0.096
H 1.525 3.435 0.352 0.073
H -1.543 4.181 3.012 0.117

---

(6)
85
Properties=species:S:1:pos:R:3:lowdin_charge:R:1 method="wB97M-V/def2-TZVPD" smiles="CCOC(=O)C(F)(F)F.CCOC(=O)C(F)(F)F.CCOC(=O)C(F)(F)F.CCOC(=O)C(F)(F)F.Oc1ccccc1CNCCCP" de_lowest_kcal_mol=0.00 orbital_gap_ev=9.439 e_lumo_ha=0.0155
C 0.996 2.151 1.398 -0.047
C 1.568 3.363 0.700 -0.188
O 2.526 4.047 1.534 0.040
C 3.736 3.512 1.582 -0.403
O 4.107 2.531 1.009 0.171
C 4.646 4.372 2.477 -0.550
F 4.037 4.693 3.624 0.166
F 4.971 5.509 1.848 0.169
F 5.768 3.724 2.771 0.173
H 0.570 2.437 2.361 0.096
H 0.221 1.701 0.798 0.053
H 1.768 1.406 1.590 0.068
H 0.783 4.089 0.501 0.116
H 2.026 3.104 -0.255 0.128
C -3.793 -3.467 -0.688 -0.056
C -3.178 -2.269 -1.378 -0.193
O -2.217 -1.608 -0.526 0.034
C -1.020 -2.167 -0.454 -0.402
O -0.651 -3.155 -1.015 0.177
C -0.112 -1.314 0.448 -0.530
F -0.716 -0.961 1.585 0.174
F 0.243 -0.174 -0.182 0.130
F 1.005 -1.954 0.769 0.181
H -4.232 -3.173 0.266 0.086
H -4.569 -3.904 -1.315 0.085
H -3.045 -4.231 -0.483 0.078
H -3.939 -1.523 -1.592 0.120
H -2.710 -2.542 -2.323 0.128
C 3.513 -0.783 3.693 -0.053
C 3.250 -0.204 5.066 -0.181
O 1.837 -0.173 5.356 0.033
C 1.295 -1.316 5.751 -0.402
O 1.854 -2.361 5.901 0.173
C -0.201 -1.098 6.032 -0.549
F -0.772 -0.411 5.037 0.163
F -0.375 -0.410 7.168 0.167
F -0.843 -2.256 6.156 0.173
H 2.953 -0.233 2.934 0.070
H 4.574 -0.731 3.455 0.088
H 3.199 -1.821 3.639 0.064
H 3.582 0.831 5.111 0.123
H 3.778 -0.752 5.845 0.128
C 2.489 -7.242 2.634 -0.059
C 3.419 -7.029 1.459 -0.194
O 3.928 -5.681 1.430 0.034
C 4.930 -5.420 2.256 -0.401
O 5.451 -6.183 3.013 0.174
C 5.375 -3.960 2.076 -0.540
F 4.326 -3.129 2.050 0.153
F 6.045 -3.812 0.925 0.170
F 6.178 -3.577 3.065 0.173
H 1.685 -6.506 2.622 0.083
H 2.055 -8.241 2.594 0.083
H 3.019 -7.134 3.579 0.078
H 2.881 -7.157 0.522 0.125
H 4.246 -7.739 1.464 0.126
O -1.190 1.856 -1.891 0.021
C -0.987 2.791 -2.897 -0.272
C -0.501 4.063 -2.640 -0.012
C -0.333 4.973 -3.679 -0.081
C -0.633 4.622 -4.987 -0.077
C -1.126 3.344 -5.236 -0.042
C -1.310 2.429 -4.207 -0.176
C -1.884 1.042 -4.464 -0.158
N -3.292 0.870 -4.058 -0.044
C -4.101 2.085 -4.154 -0.250
C -5.601 1.768 -4.116 -0.283
C -6.356 3.010 -4.616 -0.534
P -8.112 3.033 -4.036 0.756
H -0.349 1.413 -1.736 0.088
H -0.288 4.335 -1.616 0.100
H 0.024 5.967 -3.453 0.102
H -0.510 5.347 -5.777 0.101
H -1.374 3.045 -6.246 0.112
H -1.272 0.343 -3.905 0.113
H -1.825 0.874 -5.539 0.113
H -3.267 0.632 -3.073 0.090
H -3.912 2.739 -3.296 0.124
H -3.921 2.618 -5.084 0.117
H -5.799 0.937 -4.788 0.104
H -5.919 1.508 -3.107 0.093
H -6.258 3.091 -5.696 0.072
H -5.852 3.875 -4.183 0.063
H -8.589 4.201 -4.675 -0.128
H -7.923 3.523 -2.724 -0.117

---

We obtain DFT total energy values of -64310.305; -65170.249; -32897.669; -449845.655; -218324.033; -89362.811 eV for the records listed above, in that order.